1.
An isolated molecule of C5H7NS. Source: OMol25; level of theory: the ωB97M-V functional and the def2-TZVPD basis.

## Properties
**Net charge**: 0
**SMILES string**: C#C[C@H]1NC[C@H]1S
**Lowest unoccupied orbital energy**: 0.9 eV
**Energy above the lowest of the compared OMol25 structures with the same formula, charge and spin**: 70.0 kcal per mole
**Total energy**: -647.545533 Ha
**HOMO energy**: -9.06 eV
**HOMO-LUMO gap**: 0.3672 Eh

Structure (XYZ):
```
14
C5H7NS the ωB97M-V functional and the def2-TZVPD basis
C 0.920 -1.425 1.930
C 0.956 -0.668 0.995
C 0.921 0.208 -0.156
N 0.513 -0.449 -1.476
C -0.869 0.000 -1.239
C -0.312 1.122 -0.304
S -1.302 1.630 1.095
H 0.802 -2.081 2.784
H 1.843 0.805 -0.360
H 0.657 -1.457 -1.531
H -1.353 0.430 -2.125
H -1.544 -0.678 -0.699
H 0.110 2.062 -0.727
H -1.342 0.500 1.811
```

---

2.
A structure of composition C25H24BrCaN5O4S. Source: OMol25; level of theory: the ωB97M-V functional and the def2-TZVPD basis.

## Properties
**Net charge**: 0
**Lowest unoccupied orbital energy**: 0.5 eV
**Energy above the lowest of the compared OMol25 structures with the same formula, charge and spin**: 0.0 kcal per mole
**Total energy**: -5191.737949 Ha
**HOMO energy**: -7.52 eV
**HOMO-LUMO gap**: 0.2938 Eh

Structure (XYZ):
```
61
C25H24BrCaN5O4S the ωB97M-V functional and the def2-TZVPD basis
Ca -1.001 0.960 -0.298
N 3.363 -0.542 7.034
C 2.704 -0.272 5.848
C 2.003 -1.281 5.180
C 1.380 -1.017 3.977
C 1.457 0.255 3.427
C 2.152 1.267 4.073
C 2.769 1.005 5.278
S 0.655 0.562 1.908
O -0.630 -0.148 1.911
O 0.469 2.001 1.727
N 1.393 -0.059 0.649
C 2.667 0.324 0.333
N 3.355 1.140 1.153
C 4.582 1.469 0.784
C 5.160 1.026 -0.394
C 4.375 0.190 -1.166
N 3.148 -0.177 -0.821
H 3.042 -1.342 7.552
H 3.573 0.251 7.617
H 1.945 -2.272 5.614
H 0.820 -1.791 3.468
H 2.199 2.246 3.618
H 3.312 1.788 5.792
H 5.123 2.123 1.460
H 6.157 1.313 -0.692
H 4.744 -0.205 -2.108
Br -3.154 -1.104 -0.670
C -4.579 0.083 -1.180
C -5.747 -0.516 -1.546
C -6.842 0.295 -1.906
C -6.719 1.652 -1.876
C -5.503 2.269 -1.493
C -5.391 3.680 -1.459
C -4.216 4.262 -1.086
C -3.105 3.455 -0.744
C -3.118 2.075 -0.752
C -4.368 1.486 -1.132
H -5.834 -1.593 -1.555
H -7.774 -0.172 -2.199
H -7.557 2.284 -2.145
H -6.251 4.281 -1.729
H -4.137 5.343 -1.057
H -2.196 3.986 -0.460
O 1.631 -0.115 -3.744
C 0.829 -0.357 -2.739
O 0.056 0.489 -2.315
C 0.894 -1.770 -2.189
N 2.092 -2.428 -2.731
C 1.720 -3.774 -3.188
C 0.308 -3.564 -3.711
C -0.302 -2.626 -2.665
H 0.924 -1.666 -1.104
H 2.837 -2.412 -2.045
H 2.167 -0.952 -3.806
H 1.719 -4.498 -2.366
H 2.416 -4.123 -3.951
H -0.246 -4.495 -3.816
H 0.340 -3.076 -4.688
H -0.694 -3.196 -1.822
H -1.117 -2.020 -3.056
```

---

3.
A cluster of 2 separate species, C4H9NO2 in total. Source: OMol25; level of theory: the ωB97M-V functional and the def2-TZVPD basis.

## Properties
**Net charge**: 0
**SMILES string**: NC(=O)CC=O.C
**Lowest unoccupied orbital energy**: 0.6 eV
**Energy above the lowest of the compared OMol25 structures with the same formula, charge and spin**: 19.7 kcal per mole
**Total energy**: -363.054145 Ha
**HOMO energy**: -9.98 eV
**HOMO-LUMO gap**: 0.3897 Eh

Structure (XYZ):
```
16
C4H9NO2 the ωB97M-V functional and the def2-TZVPD basis
N -1.337 -1.041 1.332
C -1.849 -0.703 0.118
O -3.038 -0.623 -0.120
C -0.814 -0.326 -0.945
C 0.436 -1.165 -1.040
O 0.976 -1.722 -0.106
H -2.000 -1.390 2.009
H -0.377 -1.357 1.375
H -0.473 0.698 -0.724
H -1.325 -0.296 -1.910
H 0.885 -1.228 -2.051
C 1.783 1.830 0.413
H 0.906 1.889 1.065
H 1.522 2.186 -0.587
H 2.582 2.457 0.818
H 2.124 0.794 0.353
```

---

- Which value of total energy does entry 1 give?
  -647.545533 Ha

---

- Which value of HOMO-LUMO gap does entry 3 give?
  0.3897 Eh